Arrangement 1

{"formula": "C2H7NO2", "method": "ωB97M-V/def2-TZVPD", "homo_lumo_gap_ev": 6.50, "species": ["C", "N", "H", "H", "H", "H", "H", "H", "O", "C", "O", "H"], "xyz": [[0.3491, 1.3596, 0.2398], [-0.0370, -0.2579, 1.9802], [1.3161, 1.5322, 0.7981], [-0.0591, 1.7705, 1.4340], [0.3233, 2.1094, -0.6555], [-0.3381, -1.3304, 2.5460], [-0.3330, -1.0127, 1.3306], [-0.7343, 0.3033, 2.7836], [-1.2341, -0.0575, -1.0520], [0.0111, -0.2580, -1.1331], [0.9098, -1.0311, -0.7764], [0.4919, 0.6989, -1.6494]], "mulliken_charge": [-0.592, -0.738, 0.375, 0.226, 0.348, 0.325, 0.148, 0.293, -0.480, 0.427, -0.521, 0.190]}

---

Arrangement 2

{"formula": "C2H7NO2", "method": "ωB97M-V/def2-TZVPD", "smiles": "C/N=C/O.O", "homo_lumo_gap_ev": 10.98, "species": ["C", "C", "N", "O", "O", "H", "H", "H", "H", "H", "H", "H"], "xyz": [[-1.1106, 0.2655, 0.3513], [0.2147, -1.5401, -0.0900], [-0.5137, -0.3699, -0.5793], [1.9810, 1.4966, 0.1460], [-1.8262, 1.3372, 0.0062], [1.7270, 0.8128, -0.4969], [-1.8123, 1.3958, -0.9645], [-1.1223, 0.0649, 1.4333], [1.2183, 2.0954, 0.1300], [-0.4319, -2.4231, -0.1085], [1.0661, -1.7303, -0.7508], [0.6099, -1.4047, 0.9232]], "mulliken_charge": [0.237, -0.848, -0.566, -0.653, -0.461, 0.329, 0.376, 0.321, 0.317, 0.327, 0.281, 0.341]}

---

Stability summary: most stable arrangement 2, least stable arrangement 1.

---

Arrangement 1

{"formula": "C6H6", "method": "ωB97M-V/def2-TZVPD", "smiles": "C#CC(C)C#C", "homo_lumo_gap_ev": 11.06, "species": ["C", "C", "C", "C", "C", "C", "H", "H", "H", "H", "H", "H"], "xyz": [[-1.1653, -0.8110, -0.6436], [-0.2778, -0.1403, 0.4223], [1.0931, -0.6769, 0.3584], [2.2211, -1.0783, 0.2418], [-0.2105, 1.3283, 0.3023], [-0.0911, 2.5248, 0.2567], [-0.6876, -0.7587, -1.6252], [-1.3068, -1.8650, -0.3856], [-2.1436, -0.3259, -0.6988], [-0.7004, -0.3659, 1.4108], [3.2283, -1.4151, 0.1360], [0.0405, 3.5841, 0.2249]], "mulliken_charge": [-1.286, 0.523, -0.808, 0.174, -0.798, 0.131, 0.331, 0.341, 0.355, 0.191, 0.427, 0.419]}

---

Arrangement 2

{"formula": "C6H6", "method": "ωB97M-V/def2-TZVPD", "homo_lumo_gap_ev": [7.43, 7.77], "species": ["C", "C", "C", "C", "C", "C", "H", "H", "H", "H", "H", "H"], "xyz": [[0.2322, -3.3772, -1.2086], [0.0857, -2.5522, -0.3252], [-0.4782, 0.1742, 0.8678], [-0.6695, 1.2698, 0.1410], [-0.2541, -0.8804, 1.4767], [0.4340, 2.2154, -0.1861], [0.3017, -4.1241, -1.9475], [-1.6608, 1.4936, -0.2271], [-0.1357, -1.5852, 2.2490], [0.0654, 3.2403, -0.1906], [0.8308, 1.9979, -1.1815], [1.2485, 2.1279, 0.5322]], "mulliken_charge": [-0.508, -0.261, -0.192, -0.170, 0.038, -0.952, 0.334, 0.338, 0.446, 0.314, 0.279, 0.335]}

---

Stability summary: most stable arrangement 1, least stable arrangement 2.

---

Arrangement 1

{"formula": "H2N2O3", "method": "ωB97M-V/def2-TZVPD", "homo_lumo_gap_ev": [9.62, 9.52], "species": ["N", "N", "O", "O", "O", "H", "H"], "xyz": [[0.1804, -0.4361, -0.4645], [-0.3817, 0.7975, 0.0911], [0.8582, 0.8129, -0.4465], [-0.3559, -0.6608, -1.6674], [-0.3300, 0.5372, 2.0743], [-0.6621, -1.5750, -1.8445], [0.6911, 0.5243, 2.2574]], "mulliken_charge": [0.339, 0.024, -0.113, -0.430, -0.530, 0.391, 0.319]}

---

Arrangement 2

{"formula": "H2N2O3", "method": "ωB97M-V/def2-TZVPD", "smiles": "O=NONO", "homo_lumo_gap_ev": [9.32, 9.32], "species": ["N", "N", "O", "O", "O", "H", "H"], "xyz": [[0.8106, 0.5935, 0.2317], [-1.3358, -0.3609, 0.3290], [1.3527, -0.6335, -0.2529], [-2.4808, -0.2752, 0.0938], [-0.5079, 0.7215, -0.2438], [1.4042, 1.3365, -0.3469], [0.7570, -1.3818, 0.1892]], "mulliken_charge": [-0.117, 0.270, -0.431, -0.284, -0.145, 0.305, 0.402]}

---

Stability summary: most stable arrangement 2, least stable arrangement 1.

---

Arrangement 1

{"formula": "C3H6O", "method": "ωB97M-V/def2-TZVPD", "smiles": "C=CCO", "homo_lumo_gap_ev": 10.44, "species": ["C", "C", "C", "H", "H", "H", "H", "H", "H", "O"], "xyz": [[-0.7652, 0.6040, 0.0703], [0.7526, 0.5572, -0.0555], [1.5796, -0.4777, 0.0641], [-2.1920, -0.6389, 0.1895], [-1.1148, 1.2799, -0.7017], [-1.2029, 1.0576, 1.0109], [1.2068, 1.5317, -0.1476], [2.6604, -0.3253, -0.1734], [1.1707, -1.4910, 0.2677], [-1.2413, -0.6894, -0.1149]], "mulliken_charge": [-0.256, -0.193, -0.632, 0.307, 0.241, 0.278, 0.274, 0.236, 0.250, -0.506]}

---

Arrangement 2

{"formula": "C3H6O", "method": "ωB97M-V/def2-TZVPD", "homo_lumo_gap_ev": [8.67, 8.64], "species": ["C", "C", "C", "O", "H", "H", "H", "H", "H", "H"], "xyz": [[-1.6628, 0.6124, -0.4233], [0.3257, 0.1495, 0.9436], [1.0026, -0.5253, -0.2200], [-2.7321, 1.1701, -0.5127], [0.3280, 1.1733, 1.1498], [-1.1355, -0.0644, -1.0726], [-0.0713, -0.3053, 1.7987], [2.0301, -0.9803, 0.1588], [1.3998, 0.1093, -1.0937], [0.5155, -1.3392, -0.7287]], "mulliken_charge": [0.225, -0.778, -0.851, -0.369, 0.419, 0.115, 0.342, 0.258, 0.297, 0.342]}

---

Arrangement 3

{"formula": "C3H6O", "method": "ωB97M-V/def2-TZVPD", "smiles": "C[C@H]1CO1", "homo_lumo_gap_ev": 11.29, "species": ["C", "C", "C", "H", "H", "H", "H", "H", "H", "O"], "xyz": [[-1.3526, 0.7417, 0.2103], [0.1271, 0.3473, 0.2991], [0.4112, -0.9763, 0.2003], [-1.8356, 0.0644, -0.3837], [-1.3714, 1.6793, -0.6809], [-1.7782, 0.8278, 1.2912], [0.7684, 0.9303, 0.9528], [-0.6539, -1.4518, -0.1916], [1.0993, -1.7303, 0.9687], [1.0822, -0.1245, -0.7769]], "mulliken_charge": [-1.046, 0.072, -0.262, 0.416, 0.237, 0.270, 0.372, 0.128, 0.220, -0.407]}

---

Stability summary: most stable arrangement 1, least stable arrangement 2.